# 1
Here is a structure of composition C47H56AlFGeN3O3P from the OMol25 dataset. Energies are from ωB97M-V/def2-TZVPD.

```
113
Properties=species:S:1:pos:R:3:lowdin_charge:R:1
Al 0.53 -1.69 1.72 0.26
C -3.49 -3.07 -4.36 -0.05
C -1.99 -3.29 -4.37 -0.16
N -1.33 -2.62 -3.23 0.00
C -1.15 -3.32 -2.11 0.07
C -0.61 -2.81 -0.94 0.00
C -0.52 -3.77 0.22 -0.51
O -0.73 -4.94 0.04 0.13
O -0.30 -3.22 1.39 0.02
C -0.19 -1.48 -0.92 -0.22
O 0.28 -0.87 0.10 0.01
C -0.33 -0.72 -2.15 -0.03
C 0.14 0.60 -2.21 0.09
C -0.08 1.34 -3.33 -0.19
F 0.38 2.60 -3.39 0.09
C -0.80 0.83 -4.43 -0.15
C -1.20 -0.49 -4.40 0.08
C -0.94 -1.29 -3.28 -0.10
N -1.10 1.63 -5.57 -0.10
C -0.17 1.47 -6.69 -0.12
C -0.62 2.39 -7.83 -0.07
N -2.10 2.61 -7.70 0.06
C -2.42 3.43 -6.47 -0.06
C -1.45 3.03 -5.36 -0.13
H -3.94 -3.57 -5.22 0.09
H -3.74 -2.01 -4.41 0.07
H -3.94 -3.49 -3.46 0.09
H -1.52 -2.93 -5.28 0.12
H -1.74 -4.35 -4.29 0.13
H -1.45 -4.36 -2.12 0.16
H 0.67 1.02 -1.36 0.14
H -1.76 -0.87 -5.24 0.12
H -0.19 0.43 -7.01 0.13
H 0.86 1.72 -6.42 0.14
H -0.41 1.97 -8.81 0.14
H -0.16 3.38 -7.77 0.14
H -2.55 1.70 -7.61 0.18
H -2.47 3.06 -8.54 0.19
H -3.46 3.21 -6.22 0.14
H -2.33 4.47 -6.75 0.14
H -1.95 3.15 -4.40 0.13
H -0.58 3.69 -5.35 0.13
C 4.73 -6.16 1.01 -0.06
C 3.39 -6.05 1.35 -0.06
C 2.84 -4.79 1.57 -0.07
C 3.63 -3.66 1.46 -0.34
C 4.98 -3.77 1.11 -0.08
C 5.52 -5.03 0.89 -0.06
P 2.88 -2.06 1.81 1.12
C 3.84 -0.78 0.96 -0.34
C 4.46 0.25 1.66 -0.06
C 5.16 1.23 0.96 -0.06
C 5.24 1.17 -0.42 -0.07
C 4.63 0.14 -1.12 -0.08
C 3.92 -0.83 -0.43 -0.10
C 2.92 -1.73 3.58 -0.31
C 3.93 -2.17 4.36 -0.05
C 3.95 -1.92 5.78 -0.06
C 2.98 -1.17 6.34 -0.01
C 1.89 -0.62 5.54 -0.16
C 1.03 0.28 6.06 0.01
C -0.02 0.89 5.19 -0.20
C -0.55 -0.12 4.18 -0.37
C 0.59 -0.82 3.45 -0.15
C 1.75 -1.02 4.13 -0.18
H 5.15 -7.14 0.83 0.11
H 2.77 -6.93 1.44 0.12
H 1.79 -4.71 1.83 0.10
H 5.60 -2.89 1.02 0.11
H 6.57 -5.12 0.63 0.11
H 4.40 0.29 2.74 0.11
H 5.64 2.03 1.50 0.11
H 5.80 1.93 -0.96 0.11
H 4.70 0.09 -2.20 0.11
H 3.45 -1.64 -0.97 0.11
H 4.75 -2.73 3.93 0.12
H 4.76 -2.31 6.38 0.11
H 2.99 -0.94 7.39 0.12
H 1.14 0.60 7.09 0.12
H -0.83 1.27 5.81 0.10
H -1.11 -0.89 4.73 0.13
C -2.59 -0.77 1.84 -0.17
H -2.42 -0.63 0.77 0.01
H -3.67 -0.80 1.99 0.03
H -2.23 -1.76 2.12 0.02
C -3.39 2.65 -1.17 -0.11
C -2.92 2.60 0.27 -0.27
C -1.48 2.10 0.37 -0.30
C -0.92 2.00 1.79 -0.25
Ge -1.87 0.70 2.95 0.95
C -3.41 1.49 3.90 -0.27
C -3.47 3.01 3.98 -0.29
C -2.39 3.65 4.85 -0.29
C -2.58 5.15 5.00 -0.10
H -4.42 3.01 -1.25 0.07
H -3.36 1.65 -1.63 0.07
H -2.76 3.31 -1.77 0.06
H -3.58 1.94 0.85 0.10
H -3.00 3.59 0.73 0.11
H -0.85 2.76 -0.24 0.11
H -1.43 1.11 -0.09 0.07
H -0.93 2.98 2.27 0.07
H 0.13 1.68 1.75 0.07
H 0.42 1.76 4.68 0.13
H -3.46 1.04 4.89 0.08
H -4.29 1.13 3.36 0.06
H -4.45 3.31 4.38 0.12
H -3.42 3.44 2.98 0.09
H -1.40 3.45 4.42 0.08
H -2.39 3.18 5.84 0.11
H -2.59 5.64 4.02 0.07
H -1.78 5.60 5.58 0.07
H -3.52 5.38 5.49 0.08
```

## Properties
E_HOMO, eV: -11.007
LUMO energy, eV: -5.40
Net charge: +2


# 2
Here is a structure of composition C47H56CaN8O3S2 at a distorted geometry from the OMol25 dataset. Energies are from ωB97M-V/def2-TZVPD.

```
117
Properties=species:S:1:pos:R:3:lowdin_charge:R:1
Ca 1.47 1.14 -1.71 1.32
N 1.50 -1.16 -2.22 -0.08
C 0.46 -1.64 -3.13 -0.24
C 0.38 -0.67 -4.30 -0.18
N 0.20 0.71 -3.88 -0.24
C -1.20 0.99 -3.57 -0.17
C -1.36 2.26 -2.74 -0.22
N -0.65 2.08 -1.47 -0.09
C 0.68 1.61 -4.94 -0.18
C 2.18 1.85 -4.81 -0.23
N 2.45 2.55 -3.56 -0.06
H 2.39 -1.14 -2.71 0.07
H 1.62 -1.80 -1.44 0.08
H -0.48 -1.66 -2.59 0.05
H 0.66 -2.65 -3.52 0.13
H -0.42 -0.99 -4.98 0.14
H 1.32 -0.75 -4.85 0.12
H -1.60 0.16 -2.98 0.10
H -1.81 1.06 -4.48 0.14
H -2.44 2.43 -2.58 0.13
H -0.97 3.13 -3.27 0.10
H -1.20 1.39 -0.95 0.03
H -0.72 2.93 -0.92 0.08
H 0.18 2.57 -4.85 0.12
H 0.44 1.21 -5.93 0.14
H 2.53 2.41 -5.69 0.13
H 2.71 0.89 -4.78 0.10
H 2.41 3.56 -3.71 0.09
H 3.40 2.34 -3.25 0.06
C 2.61 -2.00 6.63 -0.03
C 2.24 -1.67 5.22 -0.26
C 1.78 -2.66 4.35 -0.03
C 1.37 -2.35 3.07 -0.07
C 1.43 -1.03 2.64 -0.34
C 1.91 -0.04 3.47 -0.05
C 2.32 -0.36 4.75 -0.01
S 0.70 -0.65 1.03 1.06
O 1.69 0.19 0.27 -0.67
C -0.46 0.54 1.72 -0.32
C -0.13 1.90 1.69 -0.08
C -1.04 2.82 2.15 0.00
C -2.30 2.41 2.62 -0.14
C -3.28 3.35 3.01 -0.02
C -4.52 2.94 3.40 -0.05
C -4.84 1.57 3.44 -0.05
C -3.91 0.63 3.09 0.00
C -2.62 1.02 2.66 -0.10
C -1.66 0.08 2.21 -0.16
C -1.90 -1.38 2.21 -0.15
C -1.79 -2.12 3.42 -0.11
C -1.57 -1.50 4.66 0.00
C -1.40 -2.24 5.80 -0.05
C -1.44 -3.64 5.74 -0.06
C -1.67 -4.28 4.56 -0.02
C -1.86 -3.54 3.37 -0.16
C -2.12 -4.19 2.15 0.00
C -2.27 -3.46 1.00 -0.05
C -2.13 -2.06 1.04 -0.30
S -2.04 -1.23 -0.57 1.01
O -2.39 0.20 -0.37 -0.48
C -3.50 -1.97 -1.34 -0.38
C -3.33 -2.98 -2.27 -0.09
C -4.43 -3.48 -2.94 -0.02
C -5.70 -2.96 -2.69 -0.26
C -6.89 -3.44 -3.46 -0.04
C -5.85 -1.97 -1.73 -0.01
C -4.76 -1.46 -1.05 -0.05
H 2.56 -3.07 6.81 0.08
H 1.94 -1.49 7.32 0.09
H 3.63 -1.66 6.84 0.09
H 1.73 -3.68 4.70 0.12
H 0.99 -3.11 2.41 0.12
H 1.96 0.98 3.12 0.11
H 2.68 0.41 5.41 0.12
H 0.84 2.20 1.31 0.09
H -0.80 3.87 2.13 0.12
H -3.02 4.40 2.99 0.12
H -5.27 3.67 3.69 0.11
H -5.83 1.27 3.74 0.11
H -4.15 -0.42 3.13 0.12
H -1.54 -0.42 4.71 0.12
H -1.24 -1.75 6.74 0.11
H -1.30 -4.22 6.65 0.11
H -1.72 -5.36 4.51 0.12
H -2.19 -5.26 2.13 0.12
H -2.50 -3.95 0.07 0.10
H -2.34 -3.36 -2.48 0.11
H -4.31 -4.26 -3.67 0.12
H -6.59 -4.07 -4.29 0.08
H -7.46 -2.60 -3.84 0.09
H -7.55 -4.02 -2.81 0.09
H -6.84 -1.58 -1.52 0.12
H -4.86 -0.66 -0.34 0.12
C 7.08 -0.81 -3.88 -0.07
N 5.68 -0.54 -3.62 0.03
C 5.19 0.22 -2.62 -0.59
N 6.08 0.85 -1.82 0.21
O 3.97 0.37 -2.49 -0.06
H 7.16 -1.43 -4.77 0.10
H 7.54 -1.34 -3.04 0.09
H 7.63 0.12 -4.06 0.09
H 5.01 -0.99 -4.21 0.14
H 7.07 0.68 -1.87 0.10
H 5.73 1.38 -1.04 0.10
N 1.11 4.75 -1.56 0.15
C 2.12 4.40 -0.71 -0.38
C 2.77 5.38 0.06 0.00
C 3.76 4.99 0.92 -0.04
C 4.09 3.63 1.02 -0.06
C 3.39 2.74 0.23 -0.17
N 2.43 3.10 -0.62 -0.01
H 0.98 5.72 -1.78 0.12
H 0.79 4.04 -2.20 0.05
H 2.48 6.42 -0.03 0.12
H 4.28 5.71 1.53 0.12
H 4.86 3.30 1.69 0.11
H 3.57 1.68 0.28 0.09
```

## Properties
E_HOMO, eV: -12.223
LUMO energy, eV: -3.88
Net charge: +2


# 3
Here is a structure of composition C47H57AsN2OP2S5Y at a distorted geometry from the OMol25 dataset. Energies are from ωB97M-V/def2-TZVPD.

```
116
Properties=species:S:1:pos:R:3:lowdin_charge:R:1
Y -0.45 -0.20 -0.12 0.90
C 0.44 1.37 3.94 -0.17
C -0.85 2.13 3.66 -0.51
C -1.75 2.13 4.89 -0.11
P -1.56 1.44 2.04 1.05
C -3.26 0.73 2.41 -0.52
C -3.62 -0.15 1.21 -0.15
C -4.42 1.69 2.68 -0.12
C -1.74 3.00 1.14 -0.31
C -2.43 4.09 1.69 -0.08
C -2.34 5.36 1.15 -0.30
C -3.16 6.51 1.67 -0.07
C -1.41 5.56 0.13 -0.05
C -0.70 4.52 -0.40 -0.04
C -0.91 3.17 0.00 -0.31
N -0.29 2.11 -0.58 -0.14
C 0.26 2.29 -1.84 -0.38
C -0.36 3.09 -2.81 -0.09
C 0.27 3.40 -3.99 -0.09
C 1.53 2.88 -4.28 -0.29
C 2.23 3.26 -5.55 -0.05
C 2.09 1.99 -3.39 -0.05
C 1.48 1.66 -2.18 -0.31
P 2.25 0.64 -0.86 1.06
C 3.69 1.82 -0.55 -0.52
C 3.12 3.17 -0.11 -0.11
C 4.69 1.31 0.47 -0.14
C 3.06 -0.87 -1.65 -0.53
C 3.83 -0.75 -2.96 -0.11
C 1.98 -1.93 -1.78 -0.18
H 0.95 1.78 4.82 0.07
H 1.11 1.44 3.09 0.06
H 0.23 0.32 4.12 0.02
H -0.60 3.17 3.42 0.10
H -2.10 1.12 5.13 0.07
H -2.61 2.78 4.75 0.05
H -1.19 2.50 5.75 0.08
H -3.11 0.08 3.29 0.10
H -3.57 0.43 0.29 0.06
H -4.63 -0.55 1.33 0.09
H -2.94 -1.01 1.15 0.02
H -4.58 2.34 1.82 0.08
H -4.23 2.31 3.55 0.05
H -5.33 1.12 2.85 0.08
H -3.04 3.94 2.56 0.09
H -3.92 6.16 2.37 0.07
H -3.67 7.01 0.84 0.07
H -2.53 7.25 2.17 0.07
H -1.24 6.56 -0.24 0.11
H 0.05 4.72 -1.15 0.10
H -1.35 3.47 -2.60 0.12
H -0.22 4.04 -4.71 0.12
H 1.98 4.29 -5.83 0.07
H 1.91 2.60 -6.35 0.07
H 3.31 3.19 -5.43 0.07
H 3.04 1.55 -3.65 0.09
H 4.19 1.95 -1.52 0.10
H 2.50 3.05 0.78 0.07
H 2.50 3.61 -0.89 0.06
H 3.93 3.87 0.12 0.08
H 4.25 1.31 1.46 0.06
H 5.58 1.94 0.47 0.07
H 5.00 0.29 0.24 0.05
H 3.76 -1.19 -0.87 0.07
H 3.16 -0.57 -3.81 0.07
H 4.35 -1.69 -3.16 0.08
H 4.58 0.04 -2.92 0.06
H 1.17 -1.57 -2.42 0.02
H 1.57 -2.20 -0.79 0.02
H 2.36 -2.85 -2.23 0.09
S 0.11 -1.65 2.28 0.54
C -1.28 -2.66 2.60 -0.73
C -1.71 -2.87 3.91 -0.14
C -2.76 -3.73 4.18 -0.11
C -3.39 -4.38 3.14 -0.10
C -2.96 -4.19 1.84 -0.09
C -1.90 -3.35 1.54 -0.42
As -1.20 -3.08 -0.28 1.18
C 0.09 -4.57 -0.14 -0.35
C 0.73 -4.83 1.06 -0.11
C 1.68 -5.83 1.16 -0.09
C 2.04 -6.57 0.04 -0.10
C 1.42 -6.30 -1.17 -0.09
C 0.45 -5.31 -1.26 -0.15
C -2.79 -3.84 -1.11 -0.45
C -3.86 -2.97 -1.26 -0.15
C -5.07 -3.41 -1.74 -0.08
C -5.22 -4.74 -2.10 -0.10
C -4.17 -5.62 -1.95 -0.09
C -2.96 -5.18 -1.44 -0.12
H -1.19 -2.37 4.71 0.09
H -3.07 -3.90 5.20 0.09
H -4.21 -5.07 3.34 0.09
H -3.46 -4.73 1.04 0.09
H 0.49 -4.26 1.95 0.06
H 2.15 -6.04 2.11 0.10
H 2.79 -7.34 0.12 0.09
H 1.70 -6.85 -2.05 0.10
H -0.01 -5.11 -2.22 0.01
H -3.73 -1.92 -1.01 0.03
H -5.90 -2.72 -1.83 0.10
H -6.17 -5.09 -2.50 0.09
H -4.28 -6.66 -2.22 0.10
H -2.14 -5.87 -1.28 0.10
O 0.28 0.62 -7.12 -0.11
C -0.14 0.08 -6.13 -1.06
S 0.17 -1.60 -5.70 0.92
C -0.71 -1.63 -4.15 -1.20
C -1.27 -0.45 -3.77 -1.13
S -2.14 -0.14 -2.30 0.47
S -1.18 0.86 -4.95 0.96
S -0.72 -3.11 -3.32 0.54
N 3.07 -1.00 1.52 0.00
H 2.87 -1.97 1.28 0.01
H 2.23 -0.66 1.98 -0.09
H 3.79 -1.03 2.24 0.04
```

## Properties
E_HOMO, eV: -3.488
LUMO energy, eV: 2.25
Net charge: -1


Short version: DFT total energy = -4974.7933; -3962.1357; -6957.8693 Eh, in the order given.